DFT (ωB97M-V with the def2-TZVPD basis set) results for 3 unconnected molecules or ions with the total composition C29H32Cl2F12N7O10PS at a distorted geometry.

Computed properties:
Net charge: 0
Relative energy (zero: lowest compared OMol25 entry of this formula, charge and spin) (kJ/mol): 710.0

Bonds (Å) are listed after each position.
Positions of all 94 atoms, in Å:
1 H -4.5113 2.5409 -1.2527  N2 1.045
2 N -4.5863 2.7077 -0.2237  H1 1.045, C3 1.336
3 C -3.4323 2.3752 0.3626  N2 1.336, N4 1.488, N5 1.489
4 N -2.3733 1.8171 -0.5210  C3 1.488, H46 1.033, H47 1.045
5 N -3.3377 2.5431 1.8394  C3 1.489, C6 1.524, H48 1.042
6 C -3.0112 1.2152 2.5130  N5 1.524, C7 1.592, H49 1.163, H50 1.144
7 C -4.1803 0.1481 2.3409  C6 1.592, C8 1.611, H51 1.164, H52 1.164
8 C -3.7647 -1.4081 2.3297  C7 1.611, C9 1.609, H53 1.162, H54 1.164
9 C -2.3036 -1.7347 1.7390  C8 1.609, C10 1.607, H55 1.166, H56 1.163
10 C -2.1173 -3.1874 1.0770  C9 1.607, Cl11 1.892, O12 1.415, C16 1.621
11 Cl -3.0955 -4.2328 2.3139  C10 1.892
12 O -2.7969 -3.5094 -0.1210  C10 1.415, C13 1.385
13 C -3.5989 -2.6065 -0.7998  O12 1.385, O14 1.470, Cl15 1.874, H57 1.130
14 O -3.0255 -2.3595 -2.1304  C13 1.470, H58 0.994
15 Cl -5.2175 -3.4728 -1.1752  C13 1.874
16 C -0.5779 -3.6765 0.9354  C10 1.621, N17 1.497, N20 1.454, S39 1.921
17 N 0.2381 -3.0055 -0.1257  C16 1.497, C18 1.268
18 C -0.2147 -1.9739 -0.7084  N17 1.268, O19 1.255
19 O -0.6588 -0.8788 -1.1301  C18 1.255
20 N 0.2718 -3.5928 2.1122  C16 1.454, C21 1.476, P36 1.715
21 C 1.0342 -2.3463 2.3205  N20 1.476, C22 1.641, H59 1.167, H60 1.161
22 C 2.6220 -2.4574 1.9217  C21 1.641, C23 1.608, H61 1.144, H62 1.150
23 C 3.1750 -0.9496 1.8413  C22 1.608, F24 1.443, F25 1.457, C26 1.630
24 F 2.9869 -0.3032 3.1172  C23 1.443
25 F 2.4815 -0.2375 0.7760  C23 1.457
26 C 4.7533 -0.8635 1.4423  C23 1.630, F27 1.453, F28 1.447, C29 1.609
27 F 5.4623 -1.0117 2.7023  C26 1.453
28 F 5.1347 -1.9648 0.5851  C26 1.447
29 C 5.1500 0.5685 0.8244  C26 1.609, F30 1.446, F31 1.448, C32 1.640
30 F 4.5111 1.6441 1.5503  C29 1.446
31 F 4.8433 0.6808 -0.5860  C29 1.448
32 C 6.7527 0.8990 0.9310  C29 1.640, F33 1.420, F34 1.446, F35 1.417
33 F 7.5676 -0.2586 0.8233  C32 1.420
34 F 7.0505 1.7255 -0.2172  C32 1.446
35 F 6.9996 1.6813 2.0864  C32 1.417
36 P 0.0175 -4.4401 3.5814  N20 1.715, C37 1.935, O38 1.744
37 C 1.7936 -4.8722 4.2164  P36 1.935, H63 1.144, H64 1.154, H65 1.154
38 O -0.6730 -6.0333 3.4197  P36 1.744, H66 0.995
39 S -0.4356 -5.4625 0.2428  C16 1.921, O40 1.487, O41 1.528, C42 1.903
40 O -1.6504 -6.3029 0.4159  S39 1.487
41 O 0.8451 -6.0606 0.8222  S39 1.528
42 C -0.1024 -5.4295 -1.6309  S39 1.903, F43 1.420, F44 1.444, F45 1.439
43 F -0.9873 -4.5749 -2.3403  C42 1.420
44 F -0.3846 -6.7656 -2.1008  C42 1.444
45 F 1.2861 -5.1688 -1.9026  C42 1.439
46 H -1.4220 1.9821 -0.1547  N4 1.033
47 H -2.5754 0.7925 -0.5553  N4 1.045
48 H -2.5288 3.1843 1.9788  N5 1.042
49 H -2.8823 1.4871 3.6361  C6 1.163
50 H -1.9737 0.9231 2.1301  C6 1.144
51 H -4.8657 0.3142 1.4152  C7 1.164
52 H -4.8951 0.2847 3.2488  C7 1.164
53 H -3.7770 -1.7583 3.4380  C8 1.162
54 H -4.6306 -1.9577 1.7802  C8 1.164
55 H -2.0711 -0.8761 0.9858  C9 1.166
56 H -1.5617 -1.5516 2.6156  C9 1.163
57 H -3.8999 -1.5995 -0.3857  C13 1.130
58 H -2.9686 -1.3689 -2.1927  O14 0.994
59 H 1.0492 -2.1500 3.4708  C21 1.167
60 H 0.5469 -1.3891 1.8803  C21 1.161
61 H 3.2287 -3.0522 2.6878  C22 1.144
62 H 2.6535 -2.9218 0.8706  C22 1.150
63 H 1.6597 -5.6255 5.0669  C37 1.144
64 H 2.4122 -5.2707 3.3270  C37 1.154
65 H 2.2201 -3.8827 4.6292  C37 1.154
66 H -1.4763 -6.0893 4.0038  O38 0.995
67 O 4.5390 2.3162 -7.1220  N68 1.225
68 N 5.3568 1.4059 -7.0688  O67 1.225, O69 1.224, C70 1.465
69 O 5.9520 0.9516 -8.0375  N68 1.224
70 C 5.6385 0.8173 -5.7566  N68 1.465, C71 1.395, C75 1.394
71 C 4.9546 1.2807 -4.6329  C70 1.395, C72 1.392, H76 1.085
72 C 5.2080 0.7023 -3.3928  C71 1.392, C73 1.392, H77 1.082
73 C 6.1398 -0.3259 -3.2803  C72 1.392, C74 1.392, H78 1.086
74 C 6.8271 -0.7773 -4.4039  C73 1.392, C75 1.392, H79 1.085
75 C 6.5784 -0.2070 -5.6487  C70 1.394, C74 1.392, H80 1.085
76 H 4.2260 2.0811 -4.7066  C71 1.085
77 H 4.6776 1.0504 -2.5160  C72 1.082
78 H 6.3309 -0.7788 -2.3115  C73 1.086
79 H 7.5545 -1.5773 -4.3094  C74 1.085
80 H 7.1185 -0.5704 -6.5166  C75 1.085
81 O -5.0228 4.9875 -2.4501  N82 1.226
82 N -5.6640 5.3947 -1.4871  O81 1.226, O83 1.225, C84 1.465
83 O -6.5926 4.7896 -0.9651  N82 1.225
84 C -5.2982 6.6972 -0.9247  N82 1.465, C85 1.395, C89 1.394
85 C -4.2720 7.4370 -1.5117  C84 1.395, C86 1.392, H90 1.085
86 C -3.9442 8.6842 -0.9888  C85 1.392, C87 1.392, H91 1.085
87 C -4.6346 9.1817 0.1130  C86 1.392, C88 1.392, H92 1.086
88 C -5.6512 8.4341 0.7012  C87 1.392, C89 1.392, H93 1.085
89 C -5.9879 7.1870 0.1835  C84 1.394, C88 1.392, H94 1.085
90 H -3.7261 7.0611 -2.3707  C85 1.085
91 H -3.1515 9.2710 -1.4423  C86 1.085
92 H -4.3796 10.1582 0.5151  C87 1.086
93 H -6.1839 8.8258 1.5618  C88 1.085
94 H -6.7842 6.6160 0.6494  C89 1.085